Entry 1:
61
Properties=species:S:1:pos:R:3:forces:R:3:lowdin_charge:R:1 method="wB97M-V/def2-TZVPD" homo_ev="-7.846 / -8.492" s_squared=2.017 charge=0 spin_multiplicity=3 max_force_ev_per_a=1.474 de_lowest_kcal_mol=11.13 gap_ha="0.2457 / 0.2880"
Mo 0.636090 0.619295 -0.219546 -0.8 1.1 0.6 1.325
C 1.113113 -4.719688 -1.317670 0.0 0.0 0.0 -0.022
O 1.124669 -3.444299 -0.673830 -0.1 0.3 0.0 0.021
C 1.305963 -2.340661 -1.372059 0.1 0.1 0.0 -0.554
O 1.243258 -1.272099 -0.758453 0.4 -0.2 -0.1 -0.183
N 1.632532 -2.432479 -2.679663 -0.4 -0.2 0.2 0.025
N 1.654791 -1.257329 -3.429491 -0.1 -0.1 0.0 0.059
H 0.941297 -5.433861 -0.518844 0.0 0.0 -0.1 0.106
H 2.077534 -4.915423 -1.789278 0.0 -0.1 0.0 0.103
H 0.292827 -4.767679 -2.035753 0.0 -0.1 0.0 0.104
H 1.422540 -3.307290 -3.145087 0.2 0.1 0.1 0.136
H 0.841042 -1.200640 -4.031810 0.1 0.1 0.0 0.060
H 2.524946 -1.182161 -3.937488 -0.1 0.0 0.0 0.099
O 1.688275 0.329896 1.744074 0.1 -0.1 -0.1 -0.135
C 0.993950 -0.381680 2.794239 0.2 0.1 0.1 -0.296
C -0.415558 -0.687049 2.245904 -0.3 -0.1 0.1 -0.534
O -1.221084 -1.232418 2.953622 0.1 0.0 0.0 0.138
O -0.646525 -0.327904 1.005335 0.2 0.0 -0.3 -0.201
C 0.930333 0.545889 3.994973 0.0 0.0 0.0 -0.142
C -0.093081 1.481990 4.103047 0.0 0.0 -0.1 -0.003
C -0.079279 2.412013 5.127928 0.0 0.0 0.0 -0.054
C 0.955652 2.417384 6.052723 0.0 0.0 0.0 -0.080
C 1.983493 1.494126 5.945316 0.0 0.0 0.0 -0.075
C 1.971491 0.562670 4.917467 0.0 0.0 0.0 -0.028
C 1.690051 -1.705840 3.065324 0.0 -0.1 0.0 -0.151
C 1.279171 -2.480639 4.148056 -0.1 0.0 0.0 -0.020
C 1.869148 -3.706443 4.392944 0.0 0.0 0.0 -0.064
C 2.881186 -4.177953 3.563136 0.0 0.0 0.0 -0.088
C 3.290600 -3.412157 2.485665 0.0 0.0 0.0 -0.080
C 2.692972 -2.182478 2.233335 0.1 0.1 0.0 -0.025
H 2.495096 0.744787 2.071966 0.0 0.1 0.0 0.132
H -0.898044 1.504874 3.380642 0.0 0.0 0.0 0.118
H -0.877718 3.136296 5.195869 0.0 0.0 0.0 0.111
H 0.959565 3.143138 6.854371 0.0 0.0 0.0 0.102
H 2.793100 1.494785 6.661875 0.0 0.0 0.0 0.103
H 2.770088 -0.164882 4.842359 0.0 0.0 0.0 0.120
H 0.484858 -2.120762 4.788061 0.0 0.0 0.0 0.128
H 1.539294 -4.295609 5.237953 0.0 0.0 0.0 0.105
H 3.344956 -5.134416 3.761929 0.0 0.0 0.0 0.100
H 4.081265 -3.762408 1.835345 0.0 0.0 0.0 0.102
H 3.015428 -1.592881 1.383676 0.0 -0.1 0.0 0.109
Se 2.765906 1.471408 -1.318568 0.1 -0.3 -0.1 0.639
C 2.323777 3.317270 -1.556148 0.0 0.3 0.1 -0.663
C 1.575169 3.743180 -2.645768 0.0 0.0 0.0 -0.150
C 1.248844 5.085250 -2.784991 0.0 0.0 0.0 -0.084
C 1.678071 6.012466 -1.847086 0.0 0.0 0.0 -0.098
C 2.441437 5.592223 -0.766492 0.0 0.0 0.0 -0.095
C 2.761629 4.251083 -0.619892 0.0 -0.1 0.0 -0.151
H 1.235721 3.022430 -3.374200 0.0 0.0 0.0 0.046
H 0.653988 5.405008 -3.630692 0.0 0.0 0.0 0.105
H 1.421054 7.057578 -1.958075 0.0 0.0 0.0 0.101
H 2.786610 6.308235 -0.032239 0.0 0.0 0.0 0.103
H 3.345781 3.919415 0.228064 0.0 0.0 0.0 0.094
Cl -2.895136 1.416515 -1.295906 0.1 0.0 -0.1 0.237
Si -1.154171 0.535604 -1.973118 -0.1 -0.3 -0.1 -0.628
Cl -0.849136 1.315629 -3.884993 0.0 -0.1 0.1 0.207
Cl -1.721368 -1.476604 -2.393767 0.2 0.3 0.0 0.194
O -1.068401 3.598567 1.759190 -0.1 0.1 -0.1 0.077
C -0.468823 3.507428 0.728716 0.5 -0.2 -0.1 -0.405
O 0.079808 2.370270 0.298373 0.2 -0.6 -0.2 -0.341
H -0.234692 4.337014 0.039713 -0.2 -0.1 0.1 0.137

Entry 2:
22
Properties=species:S:1:pos:R:3:forces:R:3:lowdin_charge:R:1 method="wB97M-V/def2-TZVPD" homo_ev=-10.134 charge=0 max_force_ev_per_a=6.896 de_lowest_kcal_mol=194.58 gap_ha=0.3686
C -0.913189 2.573298 0.047088 2.6 4.4 4.6 -0.224
C -0.387321 0.984915 -1.476547 -1.3 -3.5 1.6 -0.064
C -0.069054 0.714115 0.973355 -1.5 1.8 1.4 -0.199
C 0.871693 -0.408175 1.077039 6.4 -1.6 0.4 -0.138
C 1.380826 -1.359443 -0.086274 -3.1 2.2 4.9 -0.172
C 0.372938 -2.113821 -0.878293 1.0 -0.1 -0.2 -0.620
H -0.732830 3.588015 -0.380322 -1.4 -1.1 -0.8 0.110
H -0.744672 2.923325 1.210296 -0.6 -0.7 -2.5 0.128
H -1.720023 1.901974 0.094627 -2.5 0.9 -0.5 0.022
H 0.015234 -0.258344 -1.787383 -1.0 4.7 1.0 0.147
H -1.609392 0.894108 -1.214051 3.1 -0.4 -1.3 0.120
H -0.273516 1.650995 -2.301220 0.2 0.2 -0.7 0.047
H -0.015549 1.250115 2.049562 0.1 -0.8 -2.7 0.155
H -1.224903 0.504059 0.852643 2.2 -0.7 0.5 0.129
H -0.744447 -2.472860 0.854444 0.0 1.0 -2.7 0.134
H -1.347864 -3.382948 -0.629238 1.9 4.8 1.3 0.254
N 0.176817 1.714055 -0.216152 -0.1 -4.2 0.0 -0.204
N 1.932467 -0.466051 2.052436 -3.6 -1.0 -4.3 0.145
N 2.407594 -1.959263 0.340735 2.0 -0.9 1.0 0.134
N -0.848316 -2.251893 -0.217094 -1.8 -5.9 0.9 0.092
O 2.803288 -1.487473 1.589559 -1.9 1.5 -1.2 -0.091
O 0.670218 -2.538702 -1.955213 -0.6 -0.6 -0.8 0.092

Entry 3:
19
Properties=species:S:1:pos:R:3:forces:R:3:lowdin_charge:R:1 method="wB97M-V/def2-TZVPD" homo_ev=-8.422 charge=0 max_force_ev_per_a=3.255 de_lowest_kcal_mol=49.27 gap_ha=0.3393
H 2.843239 -0.263876 -0.188859 -0.3 -0.7 0.1 0.055
N 1.999386 0.004583 0.319992 -1.2 0.6 -0.5 0.121
C 0.954227 -0.009842 -0.420518 0.6 3.1 0.6 -0.352
C 0.955697 -0.418661 -1.869522 -0.3 -0.2 0.2 -0.041
C -0.409327 0.850856 0.112138 2.6 -1.9 -0.4 -0.229
C -0.084291 1.653355 1.352819 0.3 0.2 0.3 -0.079
C -1.228456 -0.363403 0.297531 -0.2 -2.6 0.1 -0.406
C -0.804172 -1.447883 1.005125 -1.2 1.2 0.6 0.053
O -2.240347 -0.501721 -0.621062 -0.3 0.3 0.3 0.029
H -0.049539 -0.674203 -2.206964 0.1 0.0 -0.1 0.073
H 1.624894 -1.269795 -2.018347 -0.1 0.1 0.0 0.081
H 1.325378 0.419143 -2.466452 -0.1 0.0 0.0 0.088
H -0.785479 1.470532 -0.704494 0.1 -0.2 0.0 0.141
H 0.819021 2.251571 1.173386 -0.4 0.0 0.0 0.078
H 0.157735 1.041212 2.227265 -0.1 -0.1 -0.3 0.076
H -0.924420 2.298879 1.626089 0.1 0.0 -0.1 0.080
H -1.409663 -2.345440 1.062869 0.0 0.0 -0.2 0.057
H -0.056854 -1.345983 1.783530 0.2 0.0 -0.4 0.065
H -2.687029 -1.349323 -0.464528 0.2 0.3 -0.1 0.111

Entry 4:
19
Properties=species:S:1:pos:R:3:forces:R:3:lowdin_charge:R:1 method="wB97M-V/def2-TZVPD" homo_ev=-8.265 charge=0 max_force_ev_per_a=1.603 de_lowest_kcal_mol=24.95 gap_ha=0.3340
C -0.880658 -2.422143 -0.491498 0.4 0.2 0.4 -0.083
C -0.729343 -0.956174 0.016846 -0.3 -1.1 -0.9 -0.292
N 0.640320 -0.508384 0.024672 0.5 0.2 0.5 -0.094
C 1.137240 0.301107 1.164310 -0.2 -0.3 -1.6 -0.268
C 1.672424 1.645517 0.675069 -1.0 0.2 0.8 -0.103
H 0.095201 -2.789111 -0.789796 0.1 0.1 -0.4 0.060
H -1.155212 -3.080986 0.322649 -0.4 -0.2 0.2 0.054
H -1.599543 -2.515581 -1.303590 0.0 0.0 0.0 0.063
H -1.153573 -0.936175 1.011278 0.0 0.4 0.3 0.103
H -1.355971 -0.381739 -0.659461 -0.1 0.3 0.1 0.067
H 0.940828 -0.128398 -0.859058 -0.2 0.0 -0.1 0.102
H 0.277770 0.451655 1.807164 0.2 -0.1 0.7 0.099
H 1.954862 -0.281424 1.594495 -0.2 0.2 0.7 0.100
H 1.921298 2.304029 1.512091 0.8 -0.4 0.0 0.068
H 0.845937 2.237122 0.262540 0.2 -0.4 -0.7 0.063
H 2.484500 1.456873 -0.023961 0.0 0.5 0.0 0.074
O -1.704967 1.614525 -1.664162 0.0 -0.6 -0.7 -0.057
H -1.640494 1.443855 -0.724784 0.0 0.6 0.2 0.010
H -1.750618 2.545434 -1.874803 0.0 0.3 0.5 0.035

Entry 5:
23
Properties=species:S:1:pos:R:3:forces:R:3:lowdin_charge:R:1 method="wB97M-V/def2-TZVPD" homo_ev=-8.787 charge=0 max_force_ev_per_a=3.698 de_lowest_kcal_mol=80.02 gap_ha=0.3529
C 0.542996 -0.620876 0.583516 -1.0 -0.8 0.0 -0.507
C 1.711538 0.209991 1.116163 -0.1 0.3 -0.5 -0.030
C -0.101361 -1.384095 1.738947 -0.2 0.0 0.0 -0.045
O 1.050698 -1.537560 -0.364532 -0.1 0.2 -0.1 -0.026
H 0.285244 -1.929109 -0.821381 0.0 0.1 0.1 0.099
H 0.423088 0.528542 -0.530313 -0.9 2.4 -2.7 0.123
H 1.370377 0.951709 1.840670 0.0 -0.1 0.0 0.091
H 2.448211 -0.448681 1.587765 -0.2 0.0 0.0 0.095
H 0.633526 -2.051572 2.198987 0.1 0.2 -0.1 0.091
H -0.480773 -0.709112 2.508910 0.0 0.0 0.0 0.082
H 2.232141 0.731743 0.311977 0.0 0.1 0.0 0.087
H -0.922552 -2.018949 1.398170 0.0 0.1 -0.1 0.090
C 0.286339 0.812518 -2.668029 0.1 -0.2 0.2 -0.128
C -1.830364 1.036687 0.544526 0.0 0.5 -0.4 0.003
C -1.092000 0.039137 -0.288896 0.6 -1.8 1.4 -0.419
O 0.044120 1.293290 -1.351784 1.2 -1.4 1.8 -0.197
O -1.550279 -0.834147 -0.980554 0.5 0.7 0.2 0.065
H 0.183092 1.641414 -3.371585 0.0 0.0 0.2 0.082
H 1.293335 0.392517 -2.739956 -0.1 0.0 -0.1 0.085
H -0.445243 0.040097 -2.926246 0.0 0.0 0.0 0.078
H -2.244063 0.559619 1.432582 0.1 -0.1 -0.1 0.090
H -2.652818 1.433575 -0.054100 0.0 0.0 0.0 0.099
H -1.185254 1.863262 0.835162 0.0 -0.1 0.0 0.090

Entry 6:
81
Properties=species:S:1:pos:R:3:forces:R:3:lowdin_charge:R:1 method="wB97M-V/def2-TZVPD" homo_ev=-1.854 charge=-1 max_force_ev_per_a=3.815 de_lowest_kcal_mol=0.00 gap_ha=0.1599
C -0.368386 -1.062220 3.183591 -0.3 -0.3 0.2 -0.108
C -0.991735 -2.293011 3.895971 0.2 -0.4 0.0 -0.536
C 0.085819 -3.362569 4.006508 0.1 0.0 -0.4 -0.106
C -2.184098 -2.832205 3.108107 -0.2 -0.4 -0.6 -0.277
Sn -3.655267 -4.251898 3.909340 0.3 1.3 0.6 1.303
C -5.536129 -3.114477 4.079188 0.5 -0.9 -0.3 -0.277
C -5.424626 -1.752347 4.772564 0.3 0.2 -0.1 -0.517
C -6.215946 -1.752478 6.080934 0.0 0.1 0.1 -0.094
C -5.915951 -0.613953 3.860415 0.0 0.0 0.0 -0.093
C -4.115219 -6.085513 2.831521 0.1 -0.1 -0.3 -0.283
C -3.996397 -6.134189 1.293947 0.0 0.0 0.0 -0.516
C -4.969806 -5.166004 0.602316 0.1 0.1 -0.1 -0.100
C -4.228679 -7.570813 0.768046 0.1 0.3 0.1 -0.102
C -2.801945 -4.780352 5.838004 -0.4 0.0 -0.4 -0.265
C -2.348316 -6.242949 5.829167 -0.1 -0.1 0.2 -0.544
C -3.491925 -7.155387 6.309439 0.1 -0.1 -0.1 -0.097
C -1.095211 -6.456192 6.681797 0.0 -0.2 -0.1 -0.090
H -2.097234 -6.534275 4.789320 0.0 0.0 0.4 0.095
H 0.050295 -1.334785 2.204259 0.0 -0.1 -0.1 0.065
H -1.136578 -0.290352 3.009431 0.3 -0.1 0.1 0.072
H 0.459567 -0.630814 3.777096 -0.5 -0.3 -0.3 0.049
H -1.246741 -1.862541 5.054872 0.0 -1.1 -1.9 0.061
H 0.480685 -3.580393 2.997464 0.1 -0.1 0.0 0.065
H 0.948764 -3.036248 4.610742 -0.4 -0.2 0.0 0.079
H -0.326938 -4.310315 4.372512 0.2 0.1 0.2 0.048
H -2.784013 -2.002716 2.708680 0.0 -0.2 -0.1 0.042
H -1.827742 -3.448832 2.259819 0.1 0.5 -0.3 0.030
H -5.854613 -3.027778 3.030826 -0.2 0.0 0.3 0.032
H -6.210487 -3.808838 4.598409 -0.2 0.3 -0.2 0.040
H -4.362543 -1.542216 5.011536 -0.4 0.0 0.0 0.110
H -7.243616 -2.099070 5.890135 0.2 0.1 0.1 0.075
H -5.751779 -2.414991 6.822434 -0.1 0.1 -0.1 0.075
H -6.267578 -0.746180 6.519352 0.1 -0.2 -0.1 0.070
H -7.017130 -0.631288 3.790317 0.3 0.0 0.0 0.077
H -5.608776 0.362025 4.265842 -0.1 -0.2 -0.1 0.073
H -5.504205 -0.698479 2.842420 -0.1 0.0 0.3 0.069
H -3.452228 -6.851893 3.255875 -0.2 0.1 0.0 0.034
H -5.147831 -6.338699 3.121854 0.2 0.0 0.0 0.058
H -2.964964 -5.842046 1.014879 -0.4 -0.1 0.1 0.125
H -6.020388 -5.458325 0.781932 0.4 0.1 0.0 0.083
H -4.840605 -4.129906 0.960097 0.0 -0.4 -0.1 0.062
H -4.796743 -5.169520 -0.489136 -0.1 0.0 0.4 0.075
H -5.246677 -7.912264 1.009280 0.2 0.1 -0.1 0.077
H -4.095615 -7.610930 -0.324296 -0.1 0.0 0.3 0.071
H -3.516100 -8.261696 1.233832 -0.1 0.1 -0.1 0.070
H -1.961589 -4.091245 5.975649 -0.2 0.0 0.0 0.037
H -3.566565 -4.575265 6.595838 0.3 -0.1 0.2 0.053
H -3.784089 -6.886390 7.340370 0.1 -0.1 -0.4 0.083
H -4.385505 -7.066708 5.667672 0.3 0.0 0.2 0.066
H -3.172365 -8.211502 6.306476 -0.2 0.3 0.0 0.074
H -1.280607 -6.159047 7.719906 0.0 0.0 -0.1 0.081
H -0.807774 -7.515653 6.674161 0.0 0.1 0.1 0.070
H -0.253198 -5.870178 6.299103 -0.1 0.0 0.1 0.069
C 4.237410 -1.529515 9.809526 -0.4 1.3 -1.2 -0.075
O 3.904706 -0.632115 8.698308 1.0 -0.7 0.9 -0.128
C 2.784381 -0.877370 7.956365 -1.3 -0.6 -0.6 -0.302
C 2.564739 -0.104545 6.769725 0.3 -0.4 1.2 -0.028
C 1.326417 -0.124219 6.153013 0.0 -0.4 0.2 -0.062
C 0.266613 -0.953026 6.619532 -0.7 0.4 -0.8 -0.218
C -1.114146 -0.841607 6.041719 0.0 2.6 2.8 -0.177
C -2.189566 -0.611879 7.056466 0.9 -0.5 -1.5 -0.226
C -3.046449 0.524534 7.062578 -0.5 -0.2 0.5 -0.060
C -4.008642 0.684220 8.081238 0.8 -0.2 -0.4 -0.137
C -4.097461 -0.252288 9.124327 -0.3 -0.2 -0.2 -0.149
C -3.341568 -1.432522 9.031871 0.3 0.3 -0.4 -0.114
C -2.428957 -1.636890 7.989766 -1.0 0.6 0.8 -0.074
C 0.610218 -1.869258 7.620112 -0.1 -0.4 0.3 -0.063
C 1.812833 -1.839912 8.323924 0.9 1.1 -0.3 -0.036
H 5.201982 -1.142440 10.141401 -0.2 -0.2 0.2 0.079
H 3.486136 -1.463803 10.612146 0.2 0.0 -0.3 0.087
H 4.346845 -2.560468 9.473696 -0.1 -0.1 -0.1 0.082
H 3.360998 0.553971 6.402549 -0.3 -0.2 0.3 0.104
H 1.176258 0.513682 5.281017 -0.1 -0.1 0.3 0.096
H -1.155465 -0.054204 5.265297 0.1 -0.1 0.6 0.087
H -2.950481 1.280677 6.265388 0.0 -0.4 0.5 0.101
H -4.666643 1.555686 8.055774 0.2 -0.2 0.1 0.085
H -4.816938 -0.107632 9.946075 0.4 -0.1 -0.5 0.083
H -3.468348 -2.213552 9.769817 -0.1 -0.1 0.1 0.084
H -1.945324 -2.595233 7.847122 -0.1 0.2 0.2 0.074
H -0.092294 -2.650411 7.884218 0.1 0.2 0.0 0.082
H 1.991371 -2.519570 9.167515 -0.2 0.3 -0.5 0.095